1.
# C5H6N

A cluster of 2 separate species, C5H6N in total in a non-equilibrium geometry (ωB97M-V with the def2-TZVPD basis set, the Open Molecules 2025 dataset).

Structure (XYZ):
```
12
Properties=species:S:1:pos:R:3:forces:R:3
C 0.7991 -0.6864 -0.6311 1.445 -2.099 -0.107
H -1.2917 1.2199 0.4035 1.756 -0.694 -0.502
H 0.2107 1.1233 1.4796 -1.573 -1.125 -0.608
H 0.9035 1.7441 -1.5548 -0.291 -2.977 3.930
C 3.2152 -0.0717 0.3038 1.942 -0.172 0.513
C -0.3049 0.6615 0.5626 -1.386 1.333 3.097
H -1.3141 -1.3834 0.0556 1.614 0.989 -0.079
C 1.9802 0.0608 0.0620 -3.612 0.055 -1.100
N 0.7887 0.7471 -0.3743 1.905 3.457 -7.045
C -0.3198 -0.9015 0.3650 -2.101 1.156 -0.776
H -0.0485 -1.3309 1.2580 0.878 -1.520 1.859
H 1.0773 -1.3420 -1.5187 -0.577 1.597 0.817
```
Positions in Å, forces in eV/Å.

Results
Frontier orbital gap   9.0 eV
Highest occupied orbital energy   -15.77 eV
Net charge   +1
Total energy   -248.2539 Ha



2.
# C5H6N2

A structure of composition C5H6N2 in a non-equilibrium geometry (ωB97M-V with the def2-TZVPD basis set, the Open Molecules 2025 dataset).

Structure (XYZ):
```
13
Properties=species:S:1:pos:R:3:forces:R:3
H -0.9431 -1.6314 0.0922 0.071 0.041 0.032
C 0.0866 -1.2585 0.1519 0.012 -0.097 0.023
H -1.1832 0.5811 -1.1617 0.144 -0.020 -0.015
H 0.1179 1.0836 -2.3064 0.006 -0.198 0.105
H 1.6706 0.7171 -0.4640 0.067 0.429 0.164
C -0.1195 0.5041 -1.4142 0.004 -0.014 -0.135
C -0.9750 0.6374 1.4837 -0.854 0.328 0.398
H 0.7157 -2.0301 0.6003 -0.133 0.103 -0.088
C 0.6072 -0.7723 -1.2114 -0.341 -0.094 -0.005
N 0.6938 0.9619 -0.2619 0.061 0.038 0.009
N -1.9563 1.0241 1.9592 1.008 -0.393 -0.488
C 0.2488 0.0950 0.8713 0.048 -0.065 0.122
H 1.0266 0.0816 1.6380 -0.093 -0.059 -0.122
```
Positions in Å, forces in eV/Å.

Results
Frontier orbital gap   8.9 eV
Highest occupied orbital energy   -8.90 eV
Total energy   -303.4690 Ha